Entry from OMol25: a molecular structure, C30H43BrLaN6O8 at a distorted geometry (wB97M-V/def2-TZVPD).

Last column: Mulliken charge in e.
Atoms and positions in Å:
La: 0.56 0.43 0.90  3.0372
C: 4.14 4.47 3.42  -0.8918
N: 3.32 3.88 2.34  0.0406
C: 3.03 4.78 1.23  -0.9448
C: 2.67 2.73 2.47  0.5703
O: 1.89 2.30 1.57  -0.4659
C: 2.72 1.95 3.77  -0.8526
O: 2.01 0.75 3.53  -0.3260
C: 1.38 0.19 4.70  -1.0774
C: -0.06 -0.13 4.24  0.5848
O: -0.38 0.17 3.07  -0.6735
N: -0.82 -0.87 5.03  0.2808
C: -2.10 -1.40 4.51  -0.9378
C: -0.57 -0.88 6.46  -1.0285
H: 5.15 4.63 3.07  0.3406
H: 4.20 3.78 4.32  0.3651
H: 3.66 5.43 3.68  0.3449
H: 3.96 5.19 0.93  0.3981
H: 2.39 5.60 1.56  0.3645
H: 2.69 4.23 0.35  0.1257
H: 2.26 2.57 4.58  0.5442
H: 3.83 1.75 3.96  0.3821
H: 1.46 0.92 5.49  0.5604
H: 1.95 -0.72 4.96  0.3631
H: -2.36 -2.28 5.10  0.4468
H: -2.00 -1.76 3.50  0.2003
H: -2.83 -0.61 4.63  0.3730
H: 0.00 -1.80 6.73  0.3317
H: -1.56 -0.98 6.98  0.4302
H: -0.09 0.05 6.75  0.3672
C: 4.88 -1.45 -1.34  -0.9135
N: 4.06 -0.42 -2.03  0.0916
C: 4.50 -0.11 -3.40  -1.0652
C: 3.02 0.14 -1.42  0.5523
O: 2.69 -0.25 -0.26  -0.8559
C: 2.25 1.27 -2.17  -0.9839
O: 0.98 1.39 -1.57  -0.2711
C: 0.16 2.41 -2.19  -0.7062
C: -1.23 2.12 -1.65  0.6137
O: -1.27 1.63 -0.50  -0.9227
N: -2.34 2.41 -2.33  0.1234
C: -2.53 3.01 -3.63  -1.0105
C: -3.58 1.97 -1.63  -1.0610
H: 5.85 -1.61 -1.80  0.3731
H: 4.35 -2.41 -1.32  0.3006
H: 5.02 -1.15 -0.30  0.2952
H: 5.49 0.26 -3.42  0.3812
H: 3.86 0.57 -3.94  0.3519
H: 4.41 -1.03 -3.95  0.4204
H: 2.10 1.14 -3.25  0.5777
H: 2.84 2.23 -2.03  0.4138
H: 0.33 2.38 -3.26  0.5834
H: 0.55 3.39 -1.79  0.3261
H: -3.39 3.66 -3.60  0.3330
H: -2.76 2.23 -4.38  0.3538
H: -1.70 3.59 -4.00  0.4080
H: -4.40 2.60 -1.98  0.4584
H: -3.45 2.02 -0.55  0.2781
H: -3.80 0.95 -1.91  0.2908
C: 0.95 -2.88 2.31  -0.8447
O: 0.80 -2.25 1.02  0.2235
C: 0.22 -3.05 0.05  0.4727
C: 0.75 -4.35 -0.24  -0.6805
C: 0.07 -5.06 -1.17  -0.3394
Br: 0.56 -6.82 -1.66  -0.1341
C: -1.14 -4.61 -1.73  -0.7653
C: -1.60 -3.34 -1.43  0.5527
C: -0.88 -2.54 -0.53  0.3802
O: -1.24 -1.30 -0.13  -0.3554
C: -2.73 -2.78 -2.15  -0.1171
N: -2.84 -2.97 -3.45  -0.6608
C: -4.00 -2.20 -3.80  0.3064
C: -4.51 -1.97 -5.10  -0.8036
C: -5.69 -1.27 -5.18  -0.6497
C: -6.17 -0.53 -4.02  -0.6595
C: -5.56 -0.63 -2.79  -0.7857
C: -4.52 -1.54 -2.72  0.3741
N: -3.67 -1.86 -1.63  -0.1020
H: 1.25 -3.91 2.20  0.5782
H: 0.02 -2.77 2.79  0.1742
H: 1.71 -2.26 2.82  0.0521
H: 1.63 -4.70 0.27  0.6750
H: -1.71 -5.17 -2.50  0.5276
H: -2.07 -1.03 -0.54  0.1330
H: -3.90 -2.36 -5.90  0.5152
H: -6.17 -1.10 -6.13  0.4304
H: -6.98 0.11 -4.21  0.4974
H: -5.90 -0.12 -1.96  0.7146
H: -4.09 -2.03 -0.72  0.3009

## Properties
Energy above the lowest of the compared OMol25 structures with the same formula, charge and spin ... 206.1 kJ/mol
Charge ... +3
Molar mass ... 834.518 Da
HOMO level ... -0.5344 hartree
Frontier orbital gap ... 7.65 eV
Max |F| ... 0.050 Eh/bohr

---

Entry from OMol25: a molecular structure, C30H43BrN2P2Sn at a distorted geometry (wB97M-V/def2-TZVPD).

Last column: Mulliken charge in e.
Atoms and positions in Å:
C: 2.21 4.55 -0.38  -0.4314
C: 1.15 3.89 -1.06  0.7187
C: 1.25 3.68 -2.46  -0.3693
C: 2.53 3.79 -3.03  -0.4787
N: 3.59 4.21 -2.33  -0.5235
C: 3.45 4.60 -1.05  -0.3821
C: 0.07 3.37 -0.31  -0.0916
C: -0.66 2.61 0.37  -0.2864
C: -1.97 2.52 0.97  1.1390
C: -2.38 1.38 1.69  -0.3493
C: -3.73 1.07 1.91  -1.1830
C: -4.66 2.03 1.52  -0.0379
C: -4.29 3.31 1.04  -0.5144
C: -2.93 3.53 0.72  -0.7820
Sn: -0.44 -0.11 0.79  0.7110
P: 2.04 -0.28 0.13  0.4147
H: 0.37 3.42 -3.07  0.4855
H: 2.09 4.97 0.63  0.4536
H: 2.70 3.52 -4.08  0.3912
H: 4.35 4.96 -0.54  0.3823
H: -2.60 4.46 0.26  0.5078
H: -1.75 0.64 2.27  0.5337
H: -5.06 4.07 0.89  0.4540
H: -4.00 0.10 2.36  0.5233
C: 2.59 -2.02 0.43  -0.4356
C: 3.77 -2.49 -0.42  -1.5079
H: 1.72 -2.67 0.23  0.3999
H: 2.82 -2.15 1.50  0.5404
H: 3.99 -3.54 -0.19  0.4616
H: 3.56 -2.44 -1.49  0.3096
H: 4.69 -1.92 -0.22  0.2918
C: 2.19 0.03 -1.69  0.1057
C: 3.59 0.38 -2.15  -1.4726
H: 1.50 0.86 -1.91  0.1629
H: 1.81 -0.84 -2.25  0.2449
H: 3.62 0.44 -3.25  0.4466
H: 3.90 1.37 -1.78  0.2239
H: 4.35 -0.36 -1.86  0.2850
C: 3.19 0.87 0.98  -0.0789
C: 4.64 0.40 1.04  -1.3652
H: 2.80 0.99 2.01  0.5025
H: 3.12 1.87 0.52  -0.0064
H: 5.24 1.12 1.61  0.4607
H: 4.74 -0.57 1.55  0.3310
H: 5.10 0.33 0.05  0.2422
Br: -6.51 1.46 1.70  -0.1409
P: -1.80 -1.57 -0.94  0.7858
C: -0.71 -2.44 -2.13  -0.3145
C: -1.31 -3.71 -2.72  -1.3760
H: 0.24 -2.65 -1.60  0.1816
H: -0.48 -1.72 -2.92  0.4016
H: -0.56 -4.19 -3.35  0.4366
H: -1.61 -4.44 -1.96  0.2893
H: -2.17 -3.50 -3.36  0.2622
C: -2.85 -2.83 -0.16  -0.6978
C: -4.17 -3.13 -0.87  -1.2938
H: -3.02 -2.48 0.87  0.4606
H: -2.25 -3.75 -0.10  0.5010
H: -4.75 -3.81 -0.24  0.4381
H: -4.79 -2.24 -1.04  0.2902
H: -4.02 -3.63 -1.83  0.2529
C: -2.86 -0.46 -1.92  -0.5396
C: -3.21 -0.95 -3.31  -1.3597
H: -2.33 0.51 -1.96  0.3671
H: -3.77 -0.30 -1.33  0.4526
H: -3.80 -0.18 -3.82  0.4378
H: -2.34 -1.14 -3.95  0.3265
H: -3.82 -1.85 -3.30  0.2587
C: -0.04 -1.33 5.71  -0.2093
C: -0.30 0.00 5.39  -0.8758
C: -0.37 0.37 4.05  -0.0416
N: -0.16 -0.53 3.05  0.0392
C: 0.04 -1.83 3.36  -0.1454
C: 0.12 -2.25 4.69  -1.0157
H: 0.01 -1.64 6.75  0.4238
H: -0.47 0.76 6.13  0.4535
H: -0.64 1.39 3.76  0.5433
H: 0.12 -2.52 2.52  0.5325
H: 0.30 -3.30 4.87  0.4478

## Properties
Energy above the lowest of the compared OMol25 structures with the same formula, charge and spin ... 0.0 kJ/mol
Charge ... +2
Molar mass ... 692.251 Da
HOMO level ... -0.4404 hartree
Frontier orbital gap ... 5.45 eV
Max |F| ... 0.061 Eh/bohr

---

Entry from OMol25: a molecular structure, C30H43Cl3CrN5O3Si at a distorted geometry (wB97M-V/def2-TZVPD).

Last column: Löwdin spin population.
Atoms and positions in Å:
C: 2.26 -2.50 -5.97  0.0005
C: 1.92 -1.65 -7.17  0.0000
H: 1.66 -3.41 -6.06  0.0000
H: 2.01 -2.01 -5.02  0.0003
H: 3.33 -2.77 -5.98  0.0000
C: 1.91 -2.16 -8.41  0.0001
C: 2.25 -3.57 -8.76  0.0000
H: 1.65 -1.53 -9.26  0.0000
H: 1.71 -4.28 -8.12  0.0000
H: 3.32 -3.78 -8.70  0.0000
H: 1.97 -3.77 -9.80  0.0000
Cr: 1.31 0.68 -1.89  3.7082
Cl: 2.91 -0.38 -0.86  0.0817
Cl: 2.27 2.13 -3.24  0.0623
C: 0.09 3.84 -1.79  0.0042
O: -0.31 2.69 -1.53  0.0192
N: -0.70 4.76 -2.38  0.0010
C: -2.10 4.43 -2.63  0.0002
C: -0.15 5.77 -3.27  0.0002
H: 1.12 4.18 -1.55  0.0007
H: -2.51 3.90 -1.77  0.0001
H: -2.20 3.80 -3.53  0.0000
H: -2.60 5.38 -2.79  0.0000
H: 0.77 6.20 -2.85  0.0000
H: -0.92 6.53 -3.38  0.0000
H: 0.08 5.37 -4.27  0.0000
H: -0.52 -5.50 -0.85  0.0000
H: -0.83 -3.40 -3.16  0.0009
C: -1.59 -5.54 -1.12  0.0000
C: -1.77 -3.96 -3.05  0.0008
N: -2.07 -4.28 -1.67  0.0000
H: -2.19 -5.74 -0.22  0.0000
C: -2.64 -3.33 -0.86  0.0001
O: -3.06 -2.23 -1.23  0.0001
H: -2.57 -3.33 -3.46  0.0001
H: -2.66 -3.69 0.19  0.0000
H: -1.72 -6.36 -1.83  0.0000
H: -1.67 -4.90 -3.61  0.0000
O: 0.67 -0.12 -5.80  0.0014
C: 1.58 -0.20 -6.88  0.0004
C: 0.11 0.20 -8.90  0.0001
C: 1.13 0.62 -8.06  0.0000
H: -0.31 -0.80 -8.78  0.0000
C: -0.32 1.03 -9.94  0.0000
H: 2.49 0.26 -6.46  0.0003
C: 1.73 1.86 -8.23  0.0001
H: -1.11 0.68 -10.62  0.0000
C: 0.29 2.27 -10.13  0.0001
C: 1.30 2.70 -9.26  0.0000
H: 2.53 2.14 -7.54  0.0001
H: -0.04 2.91 -10.95  0.0000
H: 1.80 3.67 -9.38  0.0000
Si: -0.83 0.43 -5.25  0.0031
Cl: 0.29 -1.01 -3.40  0.0593
C: -2.16 -0.17 -6.53  0.0003
C: -0.68 2.30 -5.62  0.0005
C: -1.96 0.45 -3.70  0.0035
H: -2.19 0.50 -7.40  0.0000
H: -3.14 -0.12 -6.04  0.0000
H: -1.98 -1.19 -6.88  0.0000
H: -1.97 -0.50 -3.14  0.0003
H: -3.00 0.66 -4.00  0.0000
H: -1.65 1.25 -3.02  0.0014
H: -0.73 2.51 -6.70  0.0000
H: 0.27 2.72 -5.25  0.0004
H: -1.50 2.86 -5.16  0.0000
N: 0.25 0.88 8.71  0.0003
C: 0.12 0.74 7.55  0.0001
C: -0.04 0.61 6.12  0.0006
C: -1.32 0.67 5.54  0.0000
C: -1.46 0.60 4.15  0.0006
C: -0.33 0.47 3.34  0.0002
C: 0.95 0.39 3.91  0.0007
C: 1.09 0.44 5.30  -0.0001
N: -0.47 0.38 1.94  0.0047
C: -1.67 0.32 1.23  -0.0009
C: -1.36 0.28 -0.10  0.0046
N: 0.03 0.31 -0.22  0.0121
C: 0.53 0.33 1.01  0.0215
H: -2.20 0.79 6.17  0.0000
H: -2.45 0.64 3.70  0.0000
H: 1.83 0.26 3.29  0.0002
H: 2.09 0.36 5.74  0.0000
H: -2.62 0.25 1.73  -0.0001
H: -2.03 0.23 -0.93  0.0001
H: 1.57 0.25 1.29  0.0030

## Properties
Energy above the lowest of the compared OMol25 structures with the same formula, charge and spin ... 94.0 kJ/mol
Charge ... -1
Molar mass ... 708.147 Da
HOMO level (spin up / spin down) ... -0.1453 / -0.2005 hartree
Frontier orbital gap (spin up / spin down) ... 5.55 / 7.05 eV
Expectation value of S² ... 6.013
Max |F| ... 0.050 Eh/bohr
Spin multiplicity ... 5

---

Entry from OMol25: a molecular structure, C30H43Cl3N5O3PdSi at a distorted geometry (wB97M-V/def2-TZVPD).

Last column: Löwdin spin population.
Atoms and positions in Å:
C: -0.22 -2.79 -3.36  -0.0006
C: -1.48 -1.99 -3.27  0.0015
H: -0.44 -3.85 -3.51  0.0000
H: 0.35 -2.66 -2.43  -0.0002
H: 0.41 -2.48 -4.21  -0.0001
C: -2.70 -2.40 -3.67  0.0061
C: -3.04 -3.77 -4.17  0.0012
H: -3.56 -1.71 -3.59  0.0002
H: -2.19 -4.46 -4.16  0.0000
H: -3.43 -3.74 -5.20  0.0002
H: -3.85 -4.21 -3.56  0.0004
Pd: 0.18 -0.11 0.15  1.3828
Cl: 1.47 0.97 -1.44  0.1490
Cl: 1.49 -2.00 0.03  0.1112
H: 3.14 2.76 3.91  0.0000
H: 5.20 2.37 2.47  0.0001
C: 2.85 1.72 3.74  0.0012
C: 4.88 1.32 2.34  0.0011
N: 3.42 1.25 2.48  -0.0002
H: 1.76 1.64 3.72  0.0005
C: 2.63 0.75 1.55  0.0026
O: 1.38 0.63 1.74  0.0617
H: 5.13 0.96 1.34  0.0002
H: 3.07 0.47 0.59  -0.0003
H: 3.25 1.14 4.58  0.0000
H: 5.35 0.69 3.12  0.0000
H: -1.54 -3.73 -0.62  0.0005
H: -3.91 -2.73 -0.70  0.0009
C: -1.51 -3.63 0.48  0.0016
C: -3.87 -2.86 0.40  0.0018
N: -2.50 -2.63 0.88  0.0225
H: -0.51 -3.31 0.80  0.0001
C: -2.18 -1.52 1.57  0.0268
O: -1.01 -1.08 1.71  0.0177
H: -4.54 -2.14 0.88  0.0002
H: -3.03 -1.00 2.05  0.0017
H: -1.78 -4.60 0.92  0.0009
H: -4.19 -3.89 0.63  0.0001
O: -1.23 -0.88 -1.22  0.1154
C: -1.31 -0.64 -2.57  0.0095
C: -3.59 0.42 -2.07  0.0006
C: -2.43 0.39 -2.84  0.0005
H: -3.69 -0.29 -1.24  0.0005
C: -4.61 1.33 -2.38  0.0000
H: -0.36 -0.23 -2.94  0.0016
C: -2.23 1.29 -3.89  0.0002
H: -5.52 1.32 -1.77  0.0000
C: -4.43 2.22 -3.45  0.0002
C: -3.27 2.16 -4.24  0.0001
H: -1.28 1.25 -4.43  0.0001
H: -5.24 2.92 -3.70  0.0000
H: -3.16 2.78 -5.13  0.0000
Si: 4.62 -4.69 0.67  0.0012
Cl: 3.18 -5.25 -0.68  0.0039
C: 3.99 -5.19 2.37  0.0003
C: 4.94 -2.93 0.07  0.0027
C: 6.32 -5.61 0.71  0.0000
H: 2.92 -5.03 2.42  0.0002
H: 4.48 -4.64 3.18  0.0000
H: 4.19 -6.26 2.55  0.0000
H: 6.26 -6.66 1.06  0.0000
H: 6.99 -5.11 1.43  0.0000
H: 6.87 -5.64 -0.24  0.0000
H: 3.98 -2.43 -0.08  0.0029
H: 5.47 -3.00 -0.89  0.0001
H: 5.56 -2.34 0.75  0.0001
N: -0.05 10.03 3.23  -0.0002
C: -0.30 8.96 2.83  0.0000
C: -0.60 7.65 2.32  -0.0004
C: 0.40 6.96 1.60  0.0001
C: 0.15 5.68 1.11  -0.0004
C: -1.10 5.09 1.36  0.0009
C: -2.12 5.79 2.01  0.0000
C: -1.85 7.07 2.52  0.0001
N: -1.30 3.75 0.99  0.0003
C: -2.50 3.04 1.11  0.0033
C: -2.24 1.75 0.75  0.0037
N: -0.90 1.66 0.47  0.0597
C: -0.36 2.88 0.55  -0.0017
H: 1.38 7.42 1.44  0.0000
H: 0.92 5.14 0.54  0.0000
H: -3.11 5.35 2.14  0.0001
H: -2.63 7.60 3.08  0.0000
H: -3.43 3.48 1.40  0.0007
H: -2.91 0.89 0.67  0.0008
H: 0.65 3.13 0.26  -0.0004

## Properties
Energy above the lowest of the compared OMol25 structures with the same formula, charge and spin ... 0.0 kJ/mol
Charge ... -1
Molar mass ... 762.571 Da
HOMO level (spin up / spin down) ... -0.1110 / -0.1545 hartree
Frontier orbital gap (spin up / spin down) ... 4.68 / 5.87 eV
Expectation value of S² ... 2.007
Max |F| ... 0.072 Eh/bohr
Spin multiplicity ... 3

---

Entry from OMol25: a molecular structure, C30H43F5GdP2S at a distorted geometry (wB97M-V/def2-TZVPD).

Last column: Löwdin spin population.
Atoms and positions in Å:
Gd: 1.55 -0.58 0.15  7.4182
C: 0.54 1.40 1.00  -0.0006
C: -0.47 0.37 0.89  -0.0053
C: 1.05 -0.27 2.51  -0.0024
C: 1.47 1.00 2.01  0.0008
C: -0.14 -0.66 1.83  -0.0137
C: 0.43 2.78 0.45  -0.0010
H: -0.62 3.11 0.46  -0.0003
H: 0.79 2.85 -0.58  -0.0004
H: 1.04 3.47 1.06  -0.0002
C: 2.57 1.86 2.55  -0.0044
H: 3.32 2.07 1.76  -0.0016
H: 3.13 1.34 3.36  0.0000
H: 2.18 2.82 2.94  -0.0010
C: 1.69 -1.01 3.64  0.0009
H: 2.36 -0.34 4.20  0.0001
H: 2.25 -1.88 3.24  0.0005
H: 0.93 -1.39 4.34  -0.0002
C: -0.96 -1.87 2.12  0.0008
H: -0.71 -2.28 3.11  0.0000
H: -0.77 -2.66 1.37  0.0001
H: -2.03 -1.61 2.12  -0.0004
C: -1.78 0.54 0.22  -0.0007
H: -2.58 0.50 0.97  -0.0008
H: -1.96 -0.29 -0.49  -0.0003
H: -1.83 1.51 -0.29  0.0001
C: -0.86 0.15 -4.32  0.0001
C: -1.62 0.94 -3.54  0.0001
C: -3.02 0.64 -3.10  0.0000
C: -3.71 -0.64 -3.69  0.0000
C: -3.60 -1.89 -2.87  0.0001
C: -2.44 -2.42 -2.43  0.0000
C: -1.09 -1.83 -2.74  0.0023
C: -0.90 -1.36 -4.21  0.0002
H: -3.60 1.51 -3.46  0.0000
H: -3.41 -0.76 -4.74  0.0000
H: -3.14 0.63 -2.00  0.0000
H: -1.67 -1.80 -4.84  0.0001
H: -0.06 0.62 -4.89  0.0000
H: -1.24 1.94 -3.22  0.0000
H: 0.02 -1.84 -4.61  0.0000
H: -0.89 -0.98 -2.08  0.0019
H: -2.47 -3.38 -1.89  0.0000
H: -0.33 -2.60 -2.53  0.0005
H: -4.79 -0.43 -3.70  0.0000
H: -4.53 -2.44 -2.71  0.0000
P: -0.72 -4.79 -3.67  0.0000
P: -0.14 -6.51 -1.10  0.0001
C: -0.72 -6.66 -3.90  0.0000
C: 0.03 -7.34 -2.77  0.0000
H: -0.21 -6.86 -4.86  0.0000
H: -1.76 -7.01 -3.99  0.0000
H: -0.26 -8.39 -2.68  0.0000
H: 1.11 -7.32 -2.99  0.0000
C: 0.46 -8.03 -0.23  0.0000
H: 0.34 -7.93 0.86  0.0000
H: 1.53 -8.16 -0.46  0.0000
H: -0.10 -8.91 -0.59  0.0000
C: -1.96 -6.79 -0.85  0.0000
H: -2.29 -7.76 -1.26  0.0000
H: -2.54 -5.99 -1.33  0.0000
H: -2.16 -6.77 0.23  0.0000
C: 0.79 -4.47 -4.69  0.0000
H: 1.11 -3.44 -4.52  0.0000
H: 0.56 -4.62 -5.75  0.0000
H: 1.60 -5.15 -4.39  0.0000
C: -2.09 -4.43 -4.86  0.0000
H: -2.28 -5.29 -5.54  0.0000
H: -1.79 -3.55 -5.46  0.0000
H: -3.03 -4.20 -4.30  0.0000
F: 2.07 6.13 -3.06  -0.0132
C: 2.37 5.00 -2.38  -0.0416
C: 3.09 5.08 -1.18  0.0078
F: 3.27 6.28 -0.58  0.0048
C: 3.56 3.90 -0.59  -0.0339
F: 4.30 4.01 0.54  -0.0091
C: 3.23 2.63 -1.12  -0.0192
S: 3.75 1.15 -0.41  -0.2620
C: 2.38 2.61 -2.25  -0.0330
F: 1.76 1.44 -2.59  -0.0043
C: 2.00 3.77 -2.90  0.0054
F: 1.26 3.68 -4.04  0.0043

## Properties
Energy above the lowest of the compared OMol25 structures with the same formula, charge and spin ... 40.5 kJ/mol
Charge ... +1
Molar mass ... 749.929 Da
HOMO level (spin up / spin down) ... -0.3717 / -0.3717 hartree
Frontier orbital gap (spin up / spin down) ... 4.03 / 6.35 eV
Expectation value of S² ... 16.199
Max |F| ... 0.102 Eh/bohr
Spin multiplicity ... 8